# C46H114N4O19

9 unconnected molecules or ions with the total composition C46H114N4O19 at a distorted geometry (ωB97M-V/def2-TZVPD, OMol25).

Structure (XYZ):
```
183
Properties=species:S:1:pos:R:3
C -11.288 13.079 -18.934
O -10.500 12.058 -18.455
C -10.683 12.021 -17.019
C -10.071 10.768 -16.440
C -10.238 10.816 -14.943
N -8.739 10.785 -16.916
H -11.123 13.096 -20.011
H -10.987 14.017 -18.468
H -12.368 12.927 -18.941
H -10.347 12.933 -16.526
H -11.741 11.918 -16.779
H -10.604 9.887 -16.797
H -9.510 11.474 -14.468
H -9.924 9.802 -14.691
H -11.279 10.825 -14.619
H -8.596 11.103 -17.864
H -8.270 11.529 -16.421
C -13.455 10.457 -25.288
O -13.073 11.764 -24.995
C -12.545 12.025 -23.709
C -11.060 11.674 -23.719
C -10.505 11.020 -22.381
N -10.174 12.702 -24.069
H -14.456 10.206 -24.936
H -12.847 9.622 -24.939
H -13.489 10.355 -26.373
H -12.634 13.107 -23.617
H -13.031 11.402 -22.958
H -10.989 10.872 -24.454
H -10.341 11.770 -21.607
H -9.535 10.543 -22.516
H -11.044 10.210 -21.889
H -10.563 13.268 -24.810
H -10.048 13.463 -23.417
C 2.189 6.551 -17.142
O 2.596 7.082 -18.328
C 1.857 6.535 -19.431
C 2.334 7.210 -20.703
C 1.978 6.476 -21.982
N 3.762 7.293 -20.729
H 2.703 7.042 -16.316
H 2.285 5.467 -17.096
H 1.147 6.774 -16.915
H 1.872 5.446 -19.471
H 0.821 6.872 -19.382
H 2.110 8.276 -20.663
H 2.414 5.480 -21.905
H 2.422 7.028 -22.811
H 0.906 6.366 -22.150
H 4.013 7.693 -19.836
H 4.225 6.396 -20.728
C -1.998 12.664 -18.128
O -0.866 12.941 -17.246
C 0.489 12.610 -17.606
C 0.967 13.577 -18.760
C 2.526 13.416 -19.031
N 0.760 14.982 -18.385
H -2.904 13.221 -17.888
H -2.109 11.580 -18.116
H -1.858 12.921 -19.178
H 1.049 13.005 -16.759
H 0.614 11.531 -17.698
H 0.424 13.315 -19.668
H 2.809 12.377 -18.864
H 3.028 13.930 -18.212
H 2.760 13.875 -19.992
H -0.217 15.157 -18.199
H 1.019 15.518 -19.201
C -6.834 14.878 -25.100
O -7.367 15.752 -26.120
C -8.745 15.542 -26.383
C -9.613 16.398 -25.445
O -9.594 15.840 -24.117
C -10.640 16.262 -23.305
C -10.792 15.424 -22.066
O -9.697 15.446 -21.088
C -8.499 14.850 -21.519
H -7.113 13.825 -25.137
H -7.269 15.158 -24.141
H -5.744 14.856 -25.117
H -9.006 14.484 -26.379
H -8.949 15.945 -27.375
H -10.594 16.343 -25.916
H -9.269 17.431 -25.389
H -11.522 15.906 -23.837
H -10.779 17.338 -23.202
H -11.044 14.382 -22.265
H -11.606 15.884 -21.505
H -7.977 14.618 -20.590
H -7.832 15.646 -21.851
H -8.606 13.960 -22.139
C -0.719 11.008 -21.587
O -1.122 10.339 -20.351
C -1.727 9.094 -20.678
C -2.662 8.742 -19.549
O -3.887 9.442 -19.802
C -4.954 9.373 -18.791
C -6.396 9.644 -19.207
O -6.495 10.898 -19.689
C -7.636 11.250 -20.369
H -0.199 11.912 -21.270
H -1.640 11.281 -22.102
H -0.006 10.454 -22.198
H -0.975 8.309 -20.762
H -2.360 9.080 -21.566
H -2.332 8.958 -18.533
H -2.927 7.685 -19.587
H -4.701 9.906 -17.874
H -5.039 8.338 -18.460
H -7.120 9.576 -18.395
H -6.807 8.926 -19.918
H -8.150 10.460 -20.916
H -7.247 11.922 -21.133
H -8.386 11.718 -19.730
C -3.445 5.817 -16.061
O -4.151 6.057 -17.288
C -4.726 4.889 -17.882
C -5.467 5.139 -19.181
O -6.117 3.920 -19.384
C -6.539 3.646 -20.671
C -7.773 4.439 -21.064
O -7.567 5.832 -21.102
C -6.952 6.363 -22.241
H -3.025 4.814 -16.130
H -4.195 6.034 -15.301
H -2.692 6.603 -16.001
H -5.436 4.485 -17.161
H -3.994 4.134 -18.171
H -4.787 5.441 -19.978
H -6.224 5.916 -19.078
H -6.809 2.596 -20.560
H -5.693 3.750 -21.351
H -8.516 4.107 -20.339
H -7.988 4.073 -22.067
H -6.004 5.838 -22.360
H -6.869 7.433 -22.050
H -7.539 6.303 -23.157
C -11.419 7.042 -10.200
O -11.554 5.979 -11.136
C -11.075 6.223 -12.477
C -9.502 6.127 -12.613
O -9.111 7.369 -12.143
C -7.781 7.809 -12.458
C -7.387 8.173 -13.910
O -7.612 7.069 -14.783
C -7.208 7.275 -16.136
H -10.426 7.417 -9.953
H -11.919 6.706 -9.292
H -12.076 7.883 -10.420
H -11.366 7.215 -12.821
H -11.543 5.583 -13.225
H -9.217 5.815 -13.618
H -9.111 5.323 -11.989
H -7.030 7.071 -12.177
H -7.662 8.617 -11.736
H -6.342 8.473 -13.981
H -7.971 9.061 -14.149
H -7.616 8.202 -16.540
H -7.449 6.294 -16.545
H -6.139 7.376 -15.947
C -8.116 9.656 -27.886
O -7.796 9.539 -26.523
C -7.999 10.785 -25.835
C -7.368 10.712 -24.476
O -5.944 10.456 -24.371
C -5.394 10.200 -22.989
C -4.511 11.369 -22.602
O -5.363 12.536 -22.409
C -4.644 13.654 -21.857
H -7.919 8.618 -28.155
H -7.528 10.382 -28.447
H -9.191 9.812 -27.976
H -9.064 10.997 -25.735
H -7.571 11.673 -26.300
H -7.886 9.864 -24.028
H -7.451 11.703 -24.028
H -4.719 9.361 -23.163
H -6.272 9.972 -22.386
H -3.817 11.613 -23.407
H -3.919 11.163 -21.710
H -3.741 13.955 -22.388
H -4.278 13.260 -20.909
H -5.267 14.528 -21.666
```

Calculated values
- LUMO (eV) = 0.49
- ΔE to the lowest compared entry with this formula, charge and spin (kcal per mole) = 135.24
- HOMO level (eV) = -9.091
- SMILES = COC[C@H](C)N.COC[C@H](C)N.COC[C@H](C)N.COC[C@H](C)N.COCCOCCOC.COCCOCCOC.COCCOCCOC.COCCOCCOC.COCCOCCOC
- energy (Eh) = -3469.04489

These are the Löwdin partial charges, in e, on atoms 1 to 99: number 1, C, carries -0.141; number 2, O, carries -0.186; number 3, C, carries -0.202; number 4, C, carries -0.466; number 5, C, carries -0.048; number 6, N, carries 0.068; number 7, H, carries 0.063; number 8, H, carries 0.100; number 9, H, carries 0.093; number 10, H, carries 0.134; number 11, H, carries 0.122; number 12, H, carries 0.148; number 13, H, carries 0.090; number 14, H, carries 0.060; number 15, H, carries 0.092; number 16, H, carries 0.045; number 17, H, carries 0.091; number 18, C, carries -0.132; number 19, O, carries -0.183; number 20, C, carries -0.172; number 21, C, carries -0.415; number 22, C, carries -0.020; number 23, N, carries 0.067; number 24, H, carries 0.084; number 25, H, carries 0.085; number 26, H, carries 0.090; number 27, H, carries 0.121; number 28, H, carries 0.124; number 29, H, carries 0.118; number 30, H, carries 0.050; number 31, H, carries 0.040; number 32, H, carries 0.080; number 33, H, carries 0.083; number 34, H, carries 0.023; number 35, C, carries -0.156; number 36, O, carries -0.181; number 37, C, carries -0.182; number 38, C, carries -0.470; number 39, C, carries -0.059; number 40, N, carries 0.024; number 41, H, carries 0.094; number 42, H, carries 0.090; number 43, H, carries 0.081; number 44, H, carries 0.131; number 45, H, carries 0.115; number 46, H, carries 0.140; number 47, H, carries 0.079; number 48, H, carries 0.081; number 49, H, carries 0.071; number 50, H, carries 0.066; number 51, H, carries 0.076; number 52, C, carries -0.070; number 53, O, carries -0.218; number 54, C, carries -0.158; number 55, C, carries -0.416; number 56, C, carries -0.052; number 57, N, carries 0.035; number 58, H, carries 0.085; number 59, H, carries 0.070; number 60, H, carries 0.064; number 61, H, carries 0.120; number 62, H, carries 0.120; number 63, H, carries 0.092; number 64, H, carries 0.065; number 65, H, carries 0.069; number 66, H, carries 0.068; number 67, H, carries 0.064; number 68, H, carries 0.068; number 69, C, carries -0.071; number 70, O, carries -0.169; number 71, C, carries -0.193; number 72, C, carries -0.152; number 73, O, carries -0.165; number 74, C, carries -0.213; number 75, C, carries -0.163; number 76, O, carries -0.184; number 77, C, carries -0.122; number 78, H, carries 0.066; number 79, H, carries 0.062; number 80, H, carries 0.092; number 81, H, carries 0.117; number 82, H, carries 0.123; number 83, H, carries 0.121; number 84, H, carries 0.134; number 85, H, carries 0.119; number 86, H, carries 0.137; number 87, H, carries 0.089; number 88, H, carries 0.131; number 89, H, carries 0.087; number 90, H, carries 0.084; number 91, H, carries 0.080; number 92, C, carries -0.056; number 93, O, carries -0.188; number 94, C, carries -0.207; number 95, C, carries -0.181; number 96, O, carries -0.155; number 97, C, carries -0.114; number 98, C, carries -0.238; number 99, O, carries -0.161